The following is a quantum chemistry calculation of C23H60ClN4O11 as an isolated structure in a non-equilibrium geometry, from the OMol25 dataset.

```
! RIJCOSX wB97M-V def2-TZVPD def2/J DEFGRID3
* xyz -1 1
Cl -0.67191 0.13653 -0.19118
O -0.76152 -0.80114 -1.27983
O 0.71983 0.25890 0.15446
O -1.28226 1.33700 -0.59471
O -1.34133 -0.44203 0.94780
C -3.05682 -2.86605 -4.27240
C -3.69884 -1.82609 -3.41451
C -2.92681 -1.45163 -2.12451
O -3.69263 -0.78651 -4.31671
H -3.18195 -3.79730 -3.71996
H -1.98118 -2.69256 -4.30462
H -3.39038 -2.94189 -5.30733
H -4.74421 -1.99558 -3.15650
H -3.35461 -0.55433 -1.67736
H -1.89306 -1.14338 -2.28084
H -2.94808 -2.29940 -1.43972
H -4.57933 -0.82396 -4.68271
C 0.08351 4.73474 -0.79829
O -0.36767 3.78557 -1.77029
C 0.53628 2.65326 -1.90613
C -0.11165 1.61235 -2.79581
N -1.53049 1.48460 -2.65269
C -2.04094 0.55949 -3.67152
C -2.16795 1.09845 -5.15398
O -2.91449 2.32050 -5.08512
C -2.82000 3.03962 -6.33042
H 0.11280 4.20273 0.15261
H -0.36046 5.72970 -0.76559
H 1.13585 4.94083 -0.99374
H 0.78547 2.18512 -0.95384
H 1.47340 3.01974 -2.32518
H 0.32675 0.63011 -2.61943
H 0.07235 1.95559 -3.81387
H -1.69803 0.90431 -1.84318
H -3.05281 0.29483 -3.36464
H -1.44882 -0.35562 -3.67928
H -2.77801 0.40158 -5.72869
H -1.17643 1.21612 -5.59116
H -2.96749 2.36967 -7.17747
H -1.81497 3.44706 -6.44002
H -3.52376 3.87135 -6.29794
C 2.43405 -4.18846 -1.60267
O 1.46615 -4.09217 -0.54365
C 1.13679 -2.75918 -0.17827
C 0.22624 -2.72185 1.08757
N 0.95536 -3.10445 2.30608
C 0.02974 -3.11517 3.43781
C -0.25422 -1.67178 3.97944
O -1.03996 -1.68002 5.17024
C -1.54490 -0.39197 5.53860
H 3.40726 -3.87270 -1.22682
H 2.17406 -3.72622 -2.55495
H 2.44908 -5.22562 -1.93762
H 0.65110 -2.33228 -1.05574
H 2.05149 -2.19780 0.01218
H -0.71104 -3.25923 0.94326
H -0.08246 -1.67838 1.15078
H 1.34344 -4.03000 2.19272
H 0.47554 -3.64074 4.28228
H -0.95170 -3.53371 3.21487
H -0.77116 -1.10590 3.20442
H 0.68431 -1.14877 4.16303
H -0.73906 0.34182 5.55506
H -1.92574 -0.54582 6.54825
H -2.35956 -0.00543 4.92622
C 3.91279 -2.81379 1.97199
C 3.31817 -1.76673 2.86278
C 2.74077 -0.59440 2.11686
O 3.72122 -0.00156 1.29769
C 3.34426 1.23258 0.73044
N 2.41714 -2.37748 3.80174
H 4.48729 -3.58826 2.48017
H 4.50568 -2.39079 1.16104
H 3.21434 -3.50824 1.50508
H 4.05478 -1.38653 3.57056
H 2.36660 0.09222 2.87623
H 1.90710 -1.00204 1.54508
H 4.23137 1.72431 0.33128
H 2.88649 1.90154 1.45917
H 2.63599 1.01512 -0.06906
H 2.89732 -3.25499 3.94139
H 1.60577 -2.72628 3.31171
C 1.42664 2.08640 3.68353
C 0.11277 2.02355 2.75763
C 0.33443 2.54906 1.29144
O 0.76854 3.91164 1.25840
C -0.12214 4.91519 1.71548
N -0.28881 0.65737 2.79271
H 1.92047 3.04756 3.54075
H 2.07234 1.23952 3.45123
H 1.03665 1.95250 4.69253
H -0.68488 2.65179 3.15406
H -0.58188 2.44058 0.71118
H 1.10732 1.92175 0.84737
H 0.40796 5.80260 1.36962
H -0.25418 4.93192 2.79731
H -1.06608 4.92843 1.17059
H 0.46893 0.07388 2.46798
H -0.97728 0.58509 2.05725
*
```

Output
orbital gap = 7.71 eV
E_tot = -65806.123 eV

Here are the Mulliken charges for atoms 1 to 2, given in e:
1. Cl 0.310
2. O -0.389